Density functional theory data (the ωB97M-V functional and the def2-TZVPD basis) for 2 unconnected molecules or ions with the total composition C20H21Cl2N4O5.

Last column: natural (NBO) charge in e.
Atoms and positions in Å:
O -2.37889 1.09340 9.05605  -0.572
O -0.76354 -2.68673 -3.18759  -0.659
O 3.54568 0.03857 -2.91467  -0.616
Cl -2.34882 2.77706 0.46488  -0.003
Cl 2.44856 0.32470 3.73536  0.034
O -3.85663 0.98009 7.34544  -0.664
O -1.58253 1.23787 5.54017  -0.393
C -2.60409 1.08753 7.85509  0.740
C 0.26535 -2.88046 -2.55009  0.683
C 2.82654 -0.45991 -3.76568  0.662
C -0.14320 1.29825 7.26386  -0.215
C 0.60030 1.39212 6.03326  -0.264
C -1.46680 1.20486 6.91481  0.135
C -0.31684 1.34033 5.01408  0.268
C -1.63405 -0.01219 -1.64299  -0.036
C -0.79168 0.32004 -2.66854  0.165
C -2.86117 0.39518 -3.44695  0.258
C 0.19014 1.82903 0.78521  -0.253
C 1.23670 1.28108 1.53200  -0.220
C -1.15528 1.95227 2.77848  -0.151
C -1.02027 2.14068 1.40196  -0.049
C 1.10173 1.07510 2.90994  -0.003
C -0.09864 1.44497 3.55924  -0.105
N -2.92323 0.04589 -2.14436  -0.450
N 3.28670 -0.62965 -5.00829  -0.595
N 1.31048 -2.05008 -2.58932  -0.616
N -1.56808 0.56647 -3.78673  -0.462
C 0.39212 -4.09054 -1.65400  -0.711
C 2.58153 -1.17767 -6.16948  -0.423
C 0.71710 0.33422 -2.63059  -0.435
C 1.37512 -0.82507 -3.40495  -0.128
H -4.43899 0.92545 8.11886  0.505
H 0.24876 1.30195 8.27882  0.259
H 1.67434 1.51186 5.94338  0.247
H -1.33924 -0.30492 -0.64083  0.267
H -3.71067 0.47791 -4.12026  0.255
H 0.31593 2.03010 -0.27257  0.222
H 2.17691 1.02294 1.05207  0.242
H -2.09592 2.22856 3.24912  0.244
H -3.76647 -0.18595 -1.62659  0.463
H 4.24995 -0.35237 -5.13604  0.421
H 2.11794 -2.28730 -2.03009  0.418
H -1.21691 0.77839 -4.71229  0.454
H 1.22672 -4.70478 -1.98906  0.239
H 0.55974 -3.77210 -0.62629  0.232
H -0.52659 -4.67475 -1.70720  0.252
H 3.28298 -1.30155 -6.99789  0.235
H 2.15393 -2.15438 -5.93216  0.209
H 1.79019 -0.49783 -6.49107  0.190
H 1.06590 0.31151 -1.59701  0.259
H 1.04713 1.28268 -3.06042  0.243
H 0.82006 -0.98280 -4.32811  0.218

The calculation puts the LUMO energy at -2.84 eV. The calculation puts the total energy at -62318.8305 eV. The total charge is +1. The calculation puts the orbital gap at 0.2855 hartree. The highest occupied orbital energy is -0.390 Ha.

=====

Density functional theory data (the ωB97M-V functional and the def2-TZVPD basis) for 2 unconnected molecules or ions with the total composition C20H21Cl3NO4.

Last column: natural (NBO) charge in e.
Atoms and positions in Å:
C -1.29745 4.09788 3.57896  -0.619
C -0.74390 2.86893 2.90508  -0.069
O 0.08348 3.25983 1.80318  -0.554
C 0.65445 2.16794 1.22425  0.759
C 1.44842 2.58905 0.06771  -0.457
C 2.22688 1.67056 -0.70590  0.519
O 2.17870 0.45207 -0.55048  -0.682
C 3.13993 2.27255 -1.82138  -0.490
C 2.39083 2.59861 -3.10787  -0.383
C 1.66592 3.94816 -3.16504  -0.398
C 0.38033 4.04279 -2.31541  -0.408
C 0.56116 4.75153 -0.97352  -0.390
C 1.63763 4.08440 -0.10305  -0.409
O 0.49458 1.05352 1.68511  -0.687
H -1.95786 3.78070 4.39096  0.196
H -0.50074 4.70984 4.01709  0.200
H -1.88427 4.71450 2.88908  0.202
H -0.14415 2.27802 3.61047  0.185
H -1.55263 2.24123 2.50584  0.178
H 3.70177 3.14583 -1.46244  0.188
H 3.87515 1.49375 -2.06061  0.208
H 3.12386 2.58299 -3.92727  0.182
H 1.67573 1.78876 -3.30856  0.202
H 2.35955 4.76215 -2.90833  0.186
H 1.36878 4.10342 -4.21246  0.188
H -0.37595 4.60143 -2.88427  0.183
H -0.02735 3.03932 -2.13575  0.218
H 0.83437 5.80805 -1.12498  0.170
H -0.38753 4.72813 -0.41825  0.200
H 1.62211 4.55418 0.89906  0.209
H 2.63199 4.27824 -0.54548  0.181
Cl -0.60125 -1.65432 0.87558  0.071
C -1.30010 -3.39247 1.26446  -0.109
Cl -2.52506 -3.24428 2.57771  0.000
C -2.19757 -3.96639 0.11386  0.514
O -2.87468 -3.22691 -0.56336  -0.446
C -2.25338 -5.49179 -0.02297  0.113
C -1.23697 -6.32549 0.52317  -0.109
C -1.31895 -7.72411 0.27861  -0.158
C -2.35745 -8.22765 -0.48697  -0.238
C -3.30595 -7.31445 -1.00103  0.041
N -3.22968 -6.01215 -0.75958  -0.370
C -0.21589 -5.65702 1.29634  -0.016
Cl 1.10487 -6.62384 1.82617  0.021
C -0.23921 -4.32484 1.61208  -0.223
H -0.56583 -8.38751 0.69482  0.232
H -2.46646 -9.29375 -0.71006  0.221
H -4.13427 -7.67658 -1.62428  0.196
H 0.53403 -3.92483 2.25970  0.253

The calculation puts the LUMO energy at 0.91 eV. Its energy relative to the best compared isomer or geometry (same formula, charge and spin) is 3.6 kcal per mole. The calculation puts the total energy at -68328.4817 eV. The total charge is -1. The calculation puts the orbital gap at 0.1449 hartree. The highest occupied orbital energy is -0.112 Ha.

=====

Density functional theory data (the ωB97M-V functional and the def2-TZVPD basis) for a single C20H21ClFIO4 molecule.

Last column: natural (NBO) charge in e.
Atoms and positions in Å:
C -3.28888 1.56520 -4.65186  -0.644
C -3.36775 -0.07755 -4.41912  -0.435
C -1.98966 -0.62179 -3.69249  -0.360
I -1.36890 -2.62555 -4.39930  0.123
C -2.05130 -0.48494 -2.05668  -0.062
C -2.05617 0.93340 -1.51544  -0.268
C -2.06676 1.16185 0.14141  0.523
O -2.75224 2.15596 0.72135  -0.525
C -1.19498 0.01455 0.99056  -0.115
C -1.20198 -1.54865 0.39582  -0.082
C -0.39419 -2.80218 1.10366  -0.199
C 0.48673 -2.43630 2.45163  0.007
C 1.33738 -3.65090 3.15094  -0.504
C 2.60179 -4.20576 2.24408  0.038
F 3.87941 -3.55094 2.69282  -0.397
C 0.51304 -0.88569 3.02911  -0.034
Cl 1.55336 -0.50977 4.51965  -0.013
C -0.30914 0.38264 2.35400  0.048
C -0.22895 1.90348 2.96552  -0.477
C 1.02491 2.80580 2.40126  -0.413
C 1.45296 2.48829 0.84826  -0.446
C 2.90737 1.66459 0.79564  -0.097
O 3.15075 1.01200 -0.50020  -0.520
C 3.64921 1.95519 -1.51389  0.606
O 4.10172 3.19626 -1.28828  -0.590
C -2.08776 -1.78256 -1.00254  0.521
O -2.78597 -2.90155 -1.21092  -0.509
H -4.08489 2.04710 -3.92665  0.230
H -2.22656 2.01515 -4.37607  0.203
H -3.47524 1.82317 -5.78811  0.234
H -4.27480 -0.34521 -3.71831  0.233
H -3.43824 -0.62820 -5.47102  0.234
H -1.11820 0.11165 -4.04969  0.245
H -2.01061 1.88896 -2.19276  0.261
H -0.49159 -3.86052 0.61399  0.268
H 1.81113 -3.32465 4.19680  0.269
H 0.65271 -4.58295 3.40170  0.246
H 2.73869 -5.35762 2.49427  0.188
H 2.47831 -4.04014 1.09192  0.198
H -0.13242 1.78221 4.14805  0.245
H -1.22556 2.53796 2.81094  0.269
H 1.95929 2.58253 3.08560  0.219
H 0.70598 3.95426 2.45905  0.234
H 1.68053 3.53558 0.32436  0.228
H 0.61893 1.98126 0.19915  0.221
H 2.80522 0.81244 1.60621  0.205
H 3.81166 2.34533 1.16715  0.219
H 3.70170 1.56662 -2.63156  0.176

The calculation puts the LUMO energy at -1.90 eV. The calculation puts the total energy at -52593.6912 eV. The total charge is 0. As for the SMILES: CC[C@H](I)C1=CC(=O)c2c(cc(CCF)c(Cl)c2CCCCOC=O)C1=O. The calculation puts the orbital gap at 0.2636 hartree. The highest occupied orbital energy is -0.334 Ha.

=====

Density functional theory data (the ωB97M-V functional and the def2-TZVPD basis) for a molecular structure, C20H21ClN5O2Se2W.

Last column: natural (NBO) charge in e.
Atoms and positions in Å:
W -0.48263 -0.82839 0.28381  1.663
Cl 4.14586 1.99584 5.30594  0.122
C 3.29049 1.38791 3.95520  -0.079
C 3.60350 1.86342 2.66443  -0.078
C 2.94436 1.40399 1.54191  -0.230
C 1.93427 0.46021 1.67592  0.387
O 1.29469 -0.01405 0.60808  -0.709
C 1.60880 -0.03074 2.97083  -0.279
C 0.63702 -1.02277 3.12611  0.452
O -0.13506 -1.45865 2.20447  -0.657
C 2.31131 0.44555 4.10782  -0.112
H 4.38212 2.60878 2.56229  0.267
H 3.19810 1.77583 0.55823  0.252
H 0.48530 -1.46309 4.11326  0.212
H 2.06349 0.06649 5.09160  0.256
Se -1.20620 1.48459 0.84415  0.629
N -2.21125 -1.17353 0.48576  -0.551
C -3.48545 -0.88798 0.74682  0.301
C -4.50830 -1.82893 0.72950  -0.284
C -5.80565 -1.43947 1.00447  0.007
C -6.15410 -0.10204 1.31573  -0.218
C -5.18870 0.84874 1.35081  -0.065
C -3.81391 0.51320 1.06978  0.086
N -2.95480 1.48066 1.12918  -0.443
H -4.28044 -2.86029 0.49992  0.247
H -6.58770 -2.18870 0.98209  0.259
H -7.18521 0.14691 1.52336  0.272
H -5.39757 1.88512 1.58060  0.269
Se -0.07908 0.00437 -4.40699  0.500
C -0.23379 -0.34197 -2.77679  0.104
N -0.35268 -0.58532 -1.58640  -0.724
C 0.46302 -4.99347 -1.73859  -0.249
C -0.27198 -3.76030 -1.17162  -0.257
N 0.61089 -3.00155 -0.24534  -0.471
C 1.90548 -2.73824 -0.92802  -0.259
C 2.66295 -4.05847 -1.18438  -0.249
N 1.71024 -5.18798 -0.93325  -0.330
C 1.36343 -5.24964 0.52232  -0.250
C 0.87390 -3.84915 0.94670  -0.251
H 0.75628 -4.86246 -2.77862  0.249
H -0.13812 -5.89699 -1.66055  0.260
H -1.16650 -4.05299 -0.62296  0.239
H -0.57765 -3.10886 -1.98637  0.248
H 2.50386 -2.07380 -0.30758  0.253
H 1.69958 -2.22055 -1.86305  0.240
H 3.51307 -4.19033 -0.51745  0.249
H 3.01554 -4.13285 -2.21109  0.259
H 2.15377 -6.06632 -1.20973  0.467
H 2.25153 -5.55302 1.07295  0.260
H 0.60069 -6.01600 0.64792  0.249
H 1.62597 -3.35158 1.55656  0.233
H -0.03595 -3.92964 1.53742  0.252

The calculation puts the LUMO energy at -11.19 eV. Its energy relative to the best compared isomer or geometry (same formula, charge and spin) is 0.0 kcal per mole. The calculation puts the total energy at -177640.6819 eV. The total charge is +3. The calculation puts the orbital gap at 0.1956 hartree. The highest occupied orbital energy is -0.607 Ha.

=====

| no. | maximum force (eV Å⁻¹) |
| --- | --- |
| 1 | 1.81 |
| 2 | 3.20 |
| 3 | 8.45 |
| 4 | 0.59 |